Density functional theory data (ωB97M-V/def2-TZVPD) for a structure of composition C21H43N2P3PrSSe at a distorted geometry.

As for the largest force on an atom: 0.0527 hartree/bohr. The electronic energy comes out at -143543.154 eV. The charge is +3. As for the energy above the lowest of the compared OMol25 structures with the same formula, charge and spin: 48.8 kJ/mol. The multiplicity is 3. As for the orbital gap (spin up / spin down): 4.55 / 5.28 eV. Its expectation value of S² is 2.0082. Its HOMO energy (spin up / spin down) is -15.132 / -15.134 eV.

Each line ends with the Löwdin charge.
Element x y z (Å)
C: -2.512 4.184 2.841  0.028
Se: 1.911 -2.151 -2.166  0.828
H: -0.539 5.902 0.911  0.099
N: -1.831 4.485 1.681  -0.112
H: 3.989 -0.659 2.927  0.062
H: -2.214 6.017 0.296  0.108
H: -2.684 4.868 3.666  0.163
C: 3.077 -1.044 2.424  -0.238
H: -2.351 -1.951 -3.493  0.072
H: 0.076 -0.486 -3.913  0.008
C: 4.768 -2.810 -5.651  -0.043
P: -1.284 -1.091 1.495  0.810
C: 4.284 -1.541 -3.614  -0.132
H: 2.840 2.464 2.840  0.053
C: -2.926 2.898 2.771  0.002
H: 4.160 0.039 -0.129  0.048
P: -1.433 -0.255 -2.024  0.738
H: -3.527 0.033 -3.272  0.074
H: -1.393 0.679 3.200  0.010
C: 3.069 1.797 -3.580  0.043
H: 1.117 2.386 -3.011  0.040
H: 3.328 -1.936 1.818  0.063
N: -2.456 2.423 1.543  0.081
C: 3.956 -3.828 -5.175  -0.064
P: 2.390 0.413 1.468  0.735
C: -0.949 -0.338 3.186  -0.266
H: -0.679 1.149 -3.912  0.045
C: 4.807 -1.615 -4.924  -0.056
H: 4.394 -0.729 -2.886  0.072
C: 3.920 0.876 0.544  -0.256
H: 2.599 -4.581 -3.684  0.114
S: -1.336 3.732 -0.770  0.748
H: -0.968 -2.641 -2.574  0.013
C: -1.586 5.814 1.182  -0.025
H: -3.589 2.265 3.408  0.170
H: -1.322 -0.879 4.094  0.082
H: 1.749 -1.046 -3.223  -0.095
C: 2.127 2.149 -2.674  -0.107
C: -0.852 0.078 -3.743  -0.273
H: -1.621 -0.310 -4.430  0.065
C: -1.740 3.400 0.873  -0.744
H: -1.803 6.571 1.944  0.125
C: -0.838 -2.906 1.576  -0.236
H: 3.119 1.919 -4.699  0.118
H: -3.482 -0.024 1.583  0.017
H: -1.323 -3.476 2.384  0.068
H: -2.645 1.526 1.078  0.106
H: -3.514 -1.359 0.390  0.026
C: 3.271 -3.767 -3.973  -0.138
H: -3.712 -1.707 2.127  0.074
H: 2.298 2.346 -1.592  0.000
H: 5.351 -0.839 -5.415  0.101
C: -1.864 -2.005 -2.497  -0.255
C: -3.220 0.178 -2.222  -0.260
H: 1.715 1.322 3.638  0.036
H: 0.141 -0.185 3.278  -0.009
H: -2.584 -2.465 -1.795  0.053
Pr: 0.220 1.679 -0.250  0.661
H: 3.809 -4.749 -5.721  0.118
H: 5.390 -2.990 -6.516  0.122
C: 3.422 -2.610 -3.227  -0.614
H: 4.021 1.331 -3.318  0.059
H: 3.841 1.795 -0.067  0.038
H: 3.446 0.974 3.556  0.053
H: 2.401 -1.350 3.244  0.059
H: 4.730 1.015 1.281  0.074
H: -1.105 -3.384 0.615  0.047
C: -3.166 -1.074 1.403  -0.248
H: -3.799 -0.517 -1.595  0.037
H: -3.441 1.207 -1.927  0.033
H: 0.261 -3.005 1.667  0.042
C: 2.605 1.417 3.012  -0.270

Density functional theory data (ωB97M-V/def2-TZVPD) for a cluster of 11 separate species, C27H82N12O11 in total at a distorted geometry.

As for the largest force on an atom: 0.1034 hartree/bohr. The electronic energy comes out at -69727.984 eV. As for the orbital gap: 8.80 eV. Its HOMO energy is -8.619 eV.

Each line ends with the Löwdin charge.
Element x y z (Å)
H: 1.592 4.504 4.964  0.140
C: 0.110 3.149 5.451  -0.068
H: 1.957 6.458 0.035  0.070
H: -6.420 -1.995 -3.569  0.085
C: 0.392 -3.472 2.909  -0.113
H: 4.819 -3.192 -3.621  0.071
H: -3.186 2.316 -2.509  0.128
H: -5.661 2.754 -1.922  0.070
O: -5.302 -0.216 -3.353  -0.205
N: -0.730 6.107 1.119  0.172
H: 6.122 0.605 -3.216  0.068
H: -3.884 -1.549 0.129  0.129
H: 1.369 -0.325 -3.309  0.068
C: 0.800 -5.780 -0.173  -0.064
H: 0.191 -3.553 3.977  0.097
H: -2.234 4.192 0.966  0.116
H: 2.046 1.579 0.024  -0.021
H: -4.882 0.475 -1.553  0.115
H: -4.981 -2.101 -2.577  0.074
C: -5.304 2.825 -2.949  -0.054
H: -1.017 -0.555 5.497  0.074
H: -2.400 -4.270 0.172  0.080
H: 3.048 -3.365 -1.465  0.100
H: 5.329 -1.024 -4.968  0.135
C: 1.681 3.011 3.395  -0.176
C: -5.810 -1.448 -2.849  -0.096
H: -1.070 -0.123 -2.294  0.045
H: -6.383 -3.281 3.973  0.099
H: 1.008 2.701 2.597  0.106
H: 0.036 5.036 2.901  0.030
C: -4.315 0.435 -2.483  -0.142
H: -5.019 -2.123 4.341  0.079
H: -4.215 -4.178 0.192  0.075
H: 4.077 -0.618 -2.201  0.119
H: 0.752 2.431 5.962  0.078
H: 0.008 -5.894 0.567  0.066
C: -5.353 -2.989 3.770  -0.148
H: 1.882 -1.405 -2.007  0.073
H: 4.131 1.611 2.790  0.091
H: -2.138 0.603 -4.249  0.001
C: 5.122 -4.712 -0.563  -0.092
H: 5.722 -5.125 0.249  0.090
N: -1.265 3.983 0.771  0.204
N: 2.660 4.765 -1.677  0.179
H: -1.985 0.815 4.862  0.060
C: 0.481 -1.152 3.189  -0.157
H: 1.241 -3.807 0.449  0.103
C: 4.023 -0.500 -3.283  -0.166
H: -3.332 -0.024 -2.378  0.093
H: -2.390 -0.752 4.521  0.054
C: 2.763 -4.347 -1.087  -0.177
O: 0.152 1.571 -0.008  -0.005
O: 2.329 1.836 3.918  -0.216
H: -1.704 -2.569 -0.162  0.038
H: 5.457 -3.690 -0.742  0.058
O: 0.873 4.718 0.717  -0.004
H: 2.515 3.517 2.908  0.125
H: -1.655 -0.469 1.909  0.010
N: 0.018 1.935 -2.183  0.215
H: -1.021 3.061 0.438  0.070
O: 2.908 1.365 -0.334  -0.052
H: -0.258 -4.159 -2.012  0.077
N: 2.371 6.790 -0.825  0.169
H: -4.542 -3.634 4.107  0.081
H: 1.481 -3.456 2.850  0.094
H: -0.694 3.836 3.513  0.063
H: 6.487 -2.984 -3.891  0.084
C: 0.929 3.880 4.366  -0.425
H: -0.143 6.920 1.240  0.131
H: 0.125 0.970 3.775  0.100
O: 3.749 -4.696 -0.173  -0.191
H: -5.061 3.872 -2.768  0.067
C: 5.632 -2.493 -3.426  -0.069
H: -4.481 1.674 -4.959  0.080
C: 3.153 1.170 2.979  -0.101
H: -0.816 -0.511 -0.569  0.076
C: -0.429 0.068 3.518  -0.347
C: -0.327 4.928 0.768  -0.757
H: 2.431 4.321 -0.800  0.080
H: 1.591 -6.489 0.072  0.081
N: 6.494 -0.313 -3.414  0.035
C: -4.043 1.898 -3.036  -0.377
C: 5.370 -1.049 -3.879  -0.437
H: -0.536 0.614 1.646  0.025
H: 0.417 -6.234 -1.086  0.076
H: 1.354 -0.863 2.604  0.110
N: -0.133 4.623 3.808  0.044
H: 2.905 -5.013 -1.938  0.124
H: -0.268 3.763 6.268  0.080
H: -1.534 -2.216 1.362  0.045
H: 6.719 -0.773 -2.544  0.064
N: -0.675 0.067 -1.384  0.192
N: -3.627 1.821 -4.441  0.025
O: -5.193 -2.653 2.450  -0.173
H: 1.009 -1.453 4.093  0.119
H: -0.793 2.623 5.141  0.056
H: 2.868 4.247 -2.519  0.124
H: -1.730 6.214 1.215  0.118
H: 3.348 0.230 3.494  0.090
H: -3.647 -1.230 2.412  0.117
N: -1.238 0.353 2.323  0.059
C: -0.208 1.293 -1.112  -0.770
H: 0.038 -4.279 2.268  0.081
H: 5.414 -5.196 -1.495  0.087
H: -0.294 1.439 -3.007  0.074
H: 5.746 -2.588 -2.346  0.045
H: 3.846 0.507 -3.661  0.123
C: -3.387 -2.344 0.686  -0.418
H: 2.516 1.069 2.100  0.062
H: -0.828 0.149 -4.858  0.075
H: 2.399 7.788 -0.978  0.116
H: -6.076 2.749 -3.715  0.084
N: 0.262 -3.686 -1.287  0.046
H: -3.437 2.801 -4.594  0.087
H: 3.402 2.183 -0.276  0.028
C: -3.821 -2.278 2.170  -0.143
C: -1.500 -0.130 4.618  -0.061
H: -3.151 -2.837 2.823  0.119
C: 1.275 -4.377 -0.479  -0.362
C: 2.621 6.024 -1.859  -0.786
C: 1.761 -1.318 -3.087  -0.114
H: 0.344 -2.768 -1.700  0.027
H: -3.451 -3.515 -1.127  0.071
O: -1.298 0.201 -4.026  -0.064
O: 2.855 6.532 -2.972  -0.018
H: 1.112 -2.090 -3.501  0.090
O: -0.164 -2.257 2.568  -0.227
H: 0.658 2.714 -2.125  0.120
H: -6.495 -1.244 -2.026  0.088
N: -2.070 -1.951 0.548  -0.005
C: -3.282 -3.674 -0.062  -0.052
O: 2.987 -1.337 -3.807  -0.206

Density functional theory data (ωB97M-V/def2-TZVPD) for the molecule C5H7N3 at a distorted geometry.

As for the largest force on an atom: 0.1228 hartree/bohr. The electronic energy comes out at -9765.451 eV. As for the energy above the lowest of the compared OMol25 structures with the same formula, charge and spin: 379.8 kJ/mol. As for the orbital gap: 9.56 eV. Its HOMO energy is -9.399 eV.

Each line ends with the Löwdin charge.
Element x y z (Å)
H: 1.706 -1.494 -0.888  0.164
C: 0.386 1.623 -0.345  -0.155
C: 1.022 -0.718 -0.364  -0.231
H: -2.881 -0.669 0.620  -0.027
C: -1.424 0.242 -0.158  -0.440
N: -0.883 1.477 -0.213  0.118
H: -0.787 -1.796 0.178  0.142
H: 0.594 0.308 1.605  0.127
H: -0.814 -1.304 -1.583  0.126
C: 1.390 -0.067 0.924  -0.092
C: -0.542 -0.916 -0.556  -0.086
H: 2.506 -0.083 1.297  0.144
H: 0.956 2.494 -0.541  0.112
N: 1.436 0.691 -0.338  -0.063
N: -2.666 0.212 0.361  0.159

Density functional theory data (ωB97M-V/def2-TZVPD) for a structure of composition C24H21IrN3 at a distorted geometry.

As for the largest force on an atom: 0.0494 hartree/bohr. The electronic energy comes out at -32528.845 eV. The charge is +1. As for the energy above the lowest of the compared OMol25 structures with the same formula, charge and spin: 39.1 kJ/mol. As for the orbital gap: 6.62 eV. Its HOMO energy is -10.361 eV.

Each line ends with the Löwdin charge.
Element x y z (Å)
H: 1.406 5.572 -1.172  0.131
H: -2.747 0.499 -1.875  0.094
H: 1.855 1.783 5.796  0.106
H: -1.458 3.073 -2.952  0.141
H: -1.508 -3.678 0.437  0.122
C: -1.138 5.799 -2.380  0.015
C: 0.290 0.352 3.152  -0.261
C: -3.349 -0.972 -0.434  -0.070
C: 1.374 3.374 -1.467  -0.126
C: 2.608 -3.118 -2.089  -0.024
C: -0.545 -0.535 5.229  -0.075
C: 0.950 4.660 -1.515  -0.034
H: -0.592 6.701 -2.125  0.097
H: -0.749 -4.849 -1.428  0.122
H: 2.163 -0.721 -0.714  0.113
H: -1.425 5.843 -3.428  0.100
C: 1.503 -2.371 -1.707  -0.216
H: 3.548 -2.615 -2.293  0.120
Ir: 0.101 0.486 -1.383  1.246
C: 2.520 -4.494 -2.203  -0.059
H: -2.031 5.736 -1.764  0.101
C: 0.206 -4.364 -1.586  -0.009
C: 0.215 0.481 0.505  -0.211
C: 0.247 0.407 1.712  -0.080
N: 1.675 -0.924 -1.587  -0.006
C: -1.782 -2.763 -0.073  -0.022
H: 1.829 1.832 3.319  0.112
N: 0.422 2.561 -2.060  -0.112
H: -3.644 -2.563 0.968  0.114
H: 1.212 -6.191 -2.066  0.115
H: 2.276 -0.616 -2.345  0.113
C: 0.318 0.293 5.933  -0.080
C: -0.902 -2.223 -1.007  -0.197
H: 3.394 -5.069 -2.477  0.114
C: -2.457 -0.396 -1.330  -0.126
H: 0.322 0.277 7.015  0.106
H: -1.211 -1.200 5.763  0.106
C: 1.303 -5.118 -1.961  -0.051
H: -4.313 -0.514 -0.254  0.112
C: 1.166 1.173 3.863  -0.042
C: -2.982 -2.132 0.229  -0.054
H: -1.228 -1.151 3.284  0.109
C: -1.204 -0.973 -1.553  -0.258
N: -0.275 4.644 -2.139  -0.110
C: 0.292 -2.980 -1.429  -0.128
H: 2.290 2.977 -1.066  0.108
C: -0.559 -0.510 3.844  -0.038
C: -0.560 3.373 -2.437  -0.152
C: 1.177 1.141 5.248  -0.077